Below is C50H45F2GeN3O3PSSc as an isolated structure, with properties calculated with the ωB97M-V functional and the def2-TZVPD basis.

Atoms and positions in Å:
Sc 0.76 0.24 0.09
C -1.63 4.59 -0.87
C -2.84 3.84 -0.38
C -4.15 4.29 -0.68
C -5.21 3.58 -0.22
C -5.00 2.42 0.57
C -6.08 1.67 1.09
C -5.79 0.58 1.87
C -4.47 0.19 2.13
C -3.36 0.86 1.61
S -1.77 0.29 1.93
C -3.66 2.04 0.81
N -2.62 2.77 0.33
H -1.87 5.23 -1.72
H -0.86 3.88 -1.15
H -1.22 5.21 -0.07
H -4.29 5.18 -1.29
H -6.22 3.89 -0.43
H -7.10 1.98 0.88
H -6.60 0.00 2.29
H -4.28 -0.68 2.73
F 4.46 -3.95 1.48
C 3.98 -3.16 0.47
C 3.34 -1.97 0.77
C 2.83 -1.14 -0.23
C 3.10 -1.53 -1.56
C 3.69 -2.77 -1.82
F 3.85 -3.23 -3.10
C 4.13 -3.61 -0.82
C 2.88 -0.50 -2.62
C 3.36 -0.58 -3.93
C 3.25 0.52 -4.76
C 2.64 1.68 -4.29
C 2.17 1.66 -2.99
N 2.29 0.62 -2.19
H 3.21 -1.72 1.82
H 4.59 -4.57 -1.05
H 3.83 -1.48 -4.29
H 3.63 0.47 -5.78
H 2.53 2.56 -4.91
H 1.66 2.52 -2.56
C 2.94 1.99 3.31
Ge 2.83 2.79 1.51
C 4.40 2.16 0.50
C 3.20 4.72 1.82
C 1.21 2.44 0.54
H 3.75 2.47 3.87
H 3.13 0.93 3.23
H 2.00 2.12 3.85
H 5.33 2.45 0.99
H 4.38 2.59 -0.51
H 4.36 1.08 0.40
H 4.16 4.85 2.31
H 2.42 5.17 2.44
H 3.22 5.26 0.87
H 1.26 3.07 -0.35
H 0.35 2.76 1.14
N -0.44 0.27 -1.64
P -1.67 -0.41 -2.23
C -1.40 -1.21 -3.88
C -2.37 -1.97 -4.52
C -2.13 -2.50 -5.78
C -0.91 -2.27 -6.41
C 0.06 -1.51 -5.77
C -0.19 -0.98 -4.51
C -3.06 0.67 -2.76
C -2.66 1.87 -3.36
C -3.58 2.71 -3.96
C -4.93 2.38 -3.96
C -5.34 1.21 -3.36
C -4.42 0.35 -2.78
C -2.38 -1.81 -1.29
C -3.38 -1.69 -0.33
C -3.75 -2.78 0.45
C -3.10 -3.99 0.30
C -2.06 -4.11 -0.61
C -1.71 -3.03 -1.40
H -3.31 -2.16 -4.02
H -2.89 -3.10 -6.26
H -0.72 -2.68 -7.39
H 1.01 -1.33 -6.25
H 0.55 -0.38 -3.99
H -1.61 2.12 -3.34
H -3.24 3.64 -4.41
H -5.65 3.05 -4.42
H -6.40 0.94 -3.35
H -4.76 -0.58 -2.35
H -3.86 -0.74 -0.15
H -4.53 -2.66 1.20
H -3.38 -4.83 0.93
H -1.51 -5.04 -0.70
H -0.87 -3.12 -2.08
O -0.12 -4.30 1.89
C 0.34 -3.78 3.05
C 0.42 -4.59 4.19
C 0.88 -4.09 5.39
C 1.28 -2.76 5.48
C 1.20 -1.96 4.35
C 0.74 -2.45 3.13
C 0.71 -1.49 1.97
O 0.29 -1.84 0.85
O 1.15 -0.32 2.16
H -0.35 -5.22 2.04
H 0.10 -5.63 4.11
H 0.94 -4.74 6.26
H 1.64 -2.36 6.41
H 1.49 -0.92 4.38

Output
* highest occupied orbital energy: -1.3 eV
* total energy: -6099.41351 Ha
* net charge: -2
* gap between HOMO and LUMO: 5.58 eV
* lowest unoccupied orbital energy: 4.240 eV
* energy above the lowest of the compared OMol25 structures with the same formula, charge and spin: 27.0 kJ/mol